{"formula": "C13H9ClN4O2", "method": "the ωB97M-V functional and the def2-TZVPD basis", "smiles": "Nc1c(-c2ccccc2)nc(Cl)c2c(=O)[nH][nH]c(=O)c12", "e_tot_ev": -36204.825, "relative_energy_kj_mol": 0.0, "e_lumo_ev": -0.6, "gap_ev": 7.8, "species": ["C", "N", "H", "H", "C", "C", "C", "N", "Cl", "C", "C", "N", "H", "C", "C", "C", "N", "H", "H", "H", "C", "C", "C", "H", "H", "H", "C", "O", "O"], "coordinates": [[-0.003, 0.016, 4.723], [1.156, -0.058, -4.191], [2.707, -0.184, -0.677], [-1.685, -1.361, 4.666], [1.465, 0.023, -2.839], [-0.308, 0.112, 1.894], [-0.992, -0.739, 4.073], [-0.220, -0.035, -4.607], [-3.737, 0.178, -1.646], [-1.264, -0.117, -3.677], [-0.989, 0.083, -2.235], [1.921, -0.081, 0.020], [1.586, 1.486, 4.434], [0.833, 0.833, 3.966], [0.368, 0.060, -1.818], [0.662, 0.918, 2.555], [-1.763, 0.197, 0.017], [-1.881, -1.338, 2.233], [1.268, 1.586, 1.946], [1.902, 0.199, -4.827], [-2.023, 0.137, -1.289], [0.619, 0.041, -0.464], [-1.136, -0.699, 2.691], [0.098, -0.004, 5.792], [2.039, -0.358, 0.995], [-0.492, -0.497, -5.448], [-0.488, 0.115, 0.416], [-2.304, -0.554, -4.135], [2.664, 0.040, -2.569]], "nbo_charge": [-0.209, -0.443, 0.447, 0.218, 0.652, -0.077, -0.193, -0.452, 0.042, 0.635, -0.161, -0.837, 0.220, -0.211, -0.176, -0.212, -0.384, 0.229, 0.226, 0.422, 0.201, 0.258, -0.184, 0.218, 0.405, 0.412, 0.154, -0.573, -0.627]}

***

{"formula": "C13H9CuF15N2O17S4", "method": "the ωB97M-V functional and the def2-TZVPD basis", "charge": 1, "spin_multiplicity": 3, "e_tot_ev": -180141.745, "e_lumo_ev": [-4.0, -8.7], "gap_ev": [9.2, 4.4], "species": ["C", "O", "O", "F", "C", "O", "F", "O", "F", "C", "N", "F", "F", "O", "N", "C", "F", "O", "F", "C", "O", "F", "O", "F", "F", "F", "C", "S", "S", "H", "H", "C", "F", "C", "O", "H", "H", "O", "S", "H", "C", "H", "C", "H", "H", "Cu", "F", "F", "O", "O", "O", "F", "O", "H", "C", "S", "O", "O", "O", "C", "C"], "coordinates": [[-31.912, 10.704, 12.536], [-23.966, 5.388, 9.863], [-28.903, 5.787, 14.774], [-24.460, 10.055, 12.694], [-29.015, 5.712, 5.940], [-30.333, 11.037, 10.943], [-23.997, 8.856, 6.740], [-25.054, 4.257, 11.428], [-25.174, 7.367, 7.786], [-23.956, 3.458, 11.101], [-26.340, 9.275, 9.929], [-30.685, 12.687, 12.387], [-27.986, 8.881, 14.622], [-28.258, 5.816, 7.148], [-28.080, 6.638, 12.530], [-30.314, 9.666, 11.379], [-30.965, 6.716, 12.977], [-26.965, 9.831, 7.488], [-28.169, 5.111, 5.103], [-31.302, 11.751, 11.647], [-29.522, 8.759, 11.087], [-26.637, 7.648, 16.001], [-28.593, 4.868, 10.652], [-25.970, 8.339, 14.000], [-22.877, 3.814, 11.780], [-30.958, 6.402, 10.785], [-24.565, 10.915, 11.686], [-28.931, 5.076, 12.048], [-27.753, 6.228, 13.991], [-32.997, 10.778, 12.614], [-31.983, 12.175, 10.909], [-23.687, 3.989, 9.717], [-24.466, 12.183, 12.175], [-28.596, 6.984, 7.732], [-27.175, 10.094, 12.063], [-30.024, 7.364, 4.887], [-24.085, 2.394, 11.303], [-29.375, 7.707, 6.867], [-25.923, 9.876, 8.500], [-24.356, 3.461, 9.037], [-24.566, 8.553, 7.931], [-22.686, 3.726, 9.376], [-30.763, 5.807, 11.973], [-28.301, 7.542, 5.225], [-31.787, 10.967, 13.587], [-27.445, 7.788, 10.934], [-23.654, 8.455, 8.891], [-31.518, 4.737, 12.172], [-26.592, 5.336, 13.993], [-25.580, 6.426, 10.935], [-28.175, 7.315, 8.826], [-23.680, 10.649, 10.718], [-25.085, 11.077, 8.513], [-29.992, 5.243, 6.056], [-29.242, 7.158, 5.618], [-26.377, 10.674, 10.980], [-31.329, 9.426, 12.172], [-28.932, 3.879, 12.889], [-26.823, 11.934, 10.455], [-24.887, 5.475, 10.716], [-27.021, 7.906, 14.689]], "lowdin_spin": [0.000, 0.000, 0.180, 0.000, 0.000, 0.000, 0.001, 0.000, 0.001, 0.000, 0.085, 0.000, -0.001, 0.000, 0.482, 0.002, 0.002, 0.001, 0.000, 0.000, 0.017, -0.001, -0.002, -0.002, 0.000, 0.002, 0.001, 0.006, -0.036, 0.000, 0.000, 0.000, 0.001, 0.000, 0.018, 0.000, 0.000, 0.000, 0.003, 0.000, 0.002, 0.000, 0.009, 0.000, 0.000, 0.798, 0.000, 0.005, 0.384, 0.018, 0.004, 0.000, 0.024, 0.000, 0.000, 0.004, 0.001, -0.008, 0.005, 0.002, -0.007]}

***

Which formula does entry 1 have? C13H9ClN4O2